1.
{
  "formula": "C27H20CoN5O12P2",
  "method": "wB97M-V/def2-TZVPD",
  "symbols": ["Co", "C", "O", "C", "C", "C", "C", "C", "C", "C", "N", "C", "C", "N", "C", "C", "C", "C", "N", "C", "C", "N", "C", "C", "C", "C", "H", "H", "H", "H", "H", "H", "H", "H", "H", "H", "H", "H", "H", "H", "O", "P", "O", "O", "O", "P", "O", "O", "O", "H", "H", "O", "C", "O", "C", "C", "C", "C", "C", "C", "N", "O", "O", "H", "H", "H", "H"],
  "xyz": [[-2.94153, 2.20688, -1.05146], [7.15137, -6.94130, -0.44261], [7.28332, -5.55055, -0.20480], [6.18934, -4.77240, -0.37705], [4.92514, -5.25300, -0.70864], [3.87091, -4.36519, -0.85214], [4.05330, -3.00046, -0.66925], [5.32774, -2.53051, -0.34511], [6.38438, -3.40207, -0.19774], [2.91071, -2.09960, -0.82037], [1.78894, -2.38945, -1.43975], [1.00772, -1.27350, -1.30749], [1.66901, -0.28856, -0.60364], [2.89097, -0.83373, -0.29614], [1.09775, 0.98504, -0.29824], [1.71075, 2.03740, 0.39970], [1.01571, 3.19990, 0.61533], [-0.30293, 3.30689, 0.15961], [-0.89219, 2.32247, -0.48942], [-0.21595, 1.18506, -0.74258], [-0.91635, 0.16942, -1.50819], [-2.16009, 0.47897, -1.92809], [-2.85763, -0.39271, -2.62931], [-2.33590, -1.64973, -2.96024], [-1.06960, -1.98486, -2.54640], [-0.32278, -1.06013, -1.80008], [8.14311, -7.36334, -0.30771], [6.80877, -7.13638, -1.46137], [6.46199, -7.39998, 0.27035], [4.74954, -6.30857, -0.84873], [2.88523, -4.72940, -1.10601], [5.51315, -1.46957, -0.22851], [7.37560, -3.04780, 0.04714], [3.61323, -0.42095, 0.26737], [2.72206, 1.93327, 0.77095], [1.45973, 4.02543, 1.15073], [-0.90016, 4.19331, 0.32840], [-3.84550, -0.07128, -2.93441], [-2.93716, -2.33777, -3.53599], [-0.63109, -2.94516, -2.78166], [-1.93567, 3.72792, -2.75546], [-2.88645, 4.87088, -2.05600], [-2.32586, 6.21234, -2.13740], [-3.10163, 4.17566, -0.69521], [-4.26017, 4.70563, -2.86212], [-5.28815, 3.45194, -2.59041], [-5.94836, 3.84582, -1.19715], [-6.25625, 3.31320, -3.66605], [-4.33667, 2.24659, -2.33453], [-1.92068, 3.78902, -3.71803], [-5.27409, 4.09912, -0.54903], [-5.32281, 0.51546, 1.31078], [-4.23620, 1.00845, 1.44629], [-3.46280, 1.40227, 0.44508], [-3.55788, 1.14259, 2.77652], [-4.29981, 0.97305, 3.94033], [-3.68808, 1.08250, 5.18055], [-2.32876, 1.34325, 5.26900], [-1.61209, 1.49583, 4.09455], [-2.19971, 1.40969, 2.84913], [-0.16438, 1.75948, 4.16734], [0.44864, 1.82480, 3.11698], [0.33485, 1.88493, 5.26452], [-5.35552, 0.75583, 3.85399], [-4.26918, 0.96168, 6.08385], [-1.82458, 1.42893, 6.21985], [-1.60833, 1.54708, 1.95617]],
  "lowdin_spin": [3.1907, 0.0000, 0.0000, 0.0000, 0.0000, 0.0000, 0.0000, 0.0000, 0.0000, 0.0001, 0.0001, 0.0006, 0.0003, 0.0001, 0.0017, -0.0003, 0.0025, 0.0055, 0.0594, 0.0041, 0.0058, 0.0673, 0.0068, 0.0024, 0.0012, 0.0021, 0.0000, 0.0000, 0.0000, 0.0000, 0.0000, 0.0000, 0.0000, 0.0000, 0.0000, 0.0003, 0.0007, 0.0007, 0.0003, 0.0001, 0.0279, 0.0064, 0.0101, 0.1012, 0.0005, 0.0123, 0.0003, 0.0139, 0.1529, 0.0006, -0.0003, 0.0392, 0.0258, 0.2470, 0.0071, 0.0012, 0.0007, -0.0001, 0.0001, 0.0005, 0.0000, 0.0000, 0.0000, 0.0001, 0.0001, 0.0000, -0.0001],
  "energy_ev": -116555.81032,
  "spin_multiplicity": 5,
  "s_squared": 6.011
}

=====

2.
{
  "formula": "C27H20F12N3O4ReS",
  "method": "wB97M-V/def2-TZVPD",
  "symbols": ["Re", "C", "C", "C", "C", "C", "N", "C", "C", "C", "C", "C", "C", "C", "C", "O", "C", "F", "F", "F", "C", "F", "F", "F", "C", "C", "C", "O", "C", "F", "F", "F", "C", "F", "F", "F", "H", "H", "H", "H", "H", "H", "H", "H", "H", "H", "H", "H", "C", "O", "C", "O", "H", "H", "H", "C", "C", "C", "C", "N", "C", "S", "N", "H", "H", "H", "H", "H"],
  "xyz": [[-1.20160, 0.56064, 0.88306], [-1.53377, -5.79782, -1.68720], [-1.08725, -4.40340, -1.38864], [-0.81614, -3.49683, -2.41026], [-0.49723, -2.19677, -2.12068], [-0.44477, -1.72562, -0.78549], [-0.32377, -0.34163, -0.60152], [0.25550, 0.38896, -1.66143], [1.53920, 0.03592, -2.07439], [2.14832, 0.74412, -3.08893], [1.47018, 1.76663, -3.74290], [2.11287, 2.55354, -4.84845], [0.16143, 2.07958, -3.33364], [-0.44602, 1.43148, -2.28095], [-1.87465, 1.70935, -1.82630], [-1.95688, 1.76814, -0.42699], [-2.86243, 0.59448, -2.36642], [-2.36644, 0.01329, -3.45888], [-4.06981, 1.05758, -2.63180], [-3.00457, -0.37669, -1.42592], [-2.39013, 3.10644, -2.28248], [-2.62014, 3.12052, -3.59664], [-3.51126, 3.41787, -1.63919], [-1.47443, 4.03368, -1.98586], [-0.69110, -2.66099, 0.26652], [-0.97598, -3.96024, -0.05586], [-0.49874, -2.24506, 1.71078], [-0.99884, -0.93860, 1.98124], [1.04574, -2.31743, 1.93648], [1.60089, -1.36389, 1.19065], [1.50483, -3.48400, 1.48506], [1.37947, -2.17318, 3.20872], [-1.22574, -3.13506, 2.76267], [-0.63471, -4.32597, 2.86752], [-2.50130, -3.30402, 2.39131], [-1.20733, -2.54018, 3.94352], [-1.04707, -6.19451, -2.57692], [-2.60955, -5.78635, -1.89201], [-1.36850, -6.46906, -0.84716], [-0.89519, -3.80851, -3.44418], [-0.35058, -1.49766, -2.93029], [2.06119, -0.76427, -1.55885], [3.16128, 0.49523, -3.38095], [3.03561, 2.09248, -5.19462], [2.34841, 3.56134, -4.49531], [1.43252, 2.66749, -5.69302], [-0.36009, 2.85450, -3.87755], [-1.11276, -4.69569, 0.72208], [-3.27454, 4.04987, 2.76340], [-2.34103, 3.32519, 1.84170], [-2.21166, 2.08486, 1.92018], [-2.60000, 1.07765, 2.50294], [-3.29980, 5.05554, 2.37529], [-2.85383, 4.01260, 3.76111], [-4.24636, 3.57211, 2.71273], [3.96035, -0.46138, 4.32306], [3.52001, 0.78840, 3.62452], [4.24937, 1.96633, 3.67047], [3.75703, 3.06455, 2.98875], [2.60638, 3.00456, 2.30877], [2.00270, 1.83485, 2.35039], [0.44834, 2.15831, 1.48018], [2.36304, 0.73136, 2.94042], [4.94663, -0.34721, 4.76665], [3.97601, -1.29574, 3.62004], [3.24727, -0.71482, 5.10974], [5.17601, 2.02752, 4.22459], [4.27541, 4.01559, 2.97714]],
  "nbo_charge": [1.4437, -0.6596, 0.1236, -0.2050, -0.1401, 0.1661, -0.3656, 0.1484, -0.1807, -0.1886, 0.0642, -0.6501, -0.1127, -0.0865, 0.0656, -0.6306, 0.9697, -0.2996, -0.2758, -0.3355, 0.9857, -0.2995, -0.2925, -0.3025, -0.0731, -0.1190, 0.0601, -0.5869, 0.9761, -0.3171, -0.2955, -0.2794, 0.9769, -0.2978, -0.3039, -0.2806, 0.2528, 0.2656, 0.2453, 0.2512, 0.2475, 0.2454, 0.2466, 0.2401, 0.2530, 0.2467, 0.2420, 0.2475, -0.2479, -0.4069, 0.8304, -0.4489, 0.2433, 0.2261, 0.2226, -0.6545, 0.2949, -0.2845, 0.1125, -0.4606, 0.2962, 0.1557, -0.4755, 0.2381, 0.2413, 0.2514, 0.2519, 0.2288],
  "energy_ev": -86543.00552,
  "charge": 2
}

=====

3.
{
  "formula": "C27H20N7O2S3SeTeTi",
  "method": "wB97M-V/def2-TZVPD",
  "symbols": ["Ti", "O", "C", "N", "C", "O", "C", "C", "C", "C", "C", "N", "C", "C", "C", "C", "C", "N", "H", "H", "H", "H", "H", "H", "H", "H", "Se", "N", "C", "C", "C", "C", "C", "N", "C", "C", "N", "C", "C", "C", "C", "C", "N", "H", "H", "H", "H", "H", "H", "S", "C", "S", "S", "C", "Te", "C", "H", "H", "H", "H", "H", "H"],
  "xyz": [[0.26290, 0.03592, 0.69943], [-0.00805, 2.78972, -2.04679], [-0.40201, 2.01706, -1.19959], [-0.32357, 2.07594, 0.17201], [-0.22125, 3.32792, 0.73715], [0.00929, 4.37183, 0.15664], [-0.52226, 3.42601, 2.22128], [0.18481, 4.37742, 2.94744], [-0.07120, 4.51318, 4.29745], [-1.05746, 3.72372, 4.86752], [-1.73600, 2.83440, 4.05249], [-1.47657, 2.66830, 2.75713], [-1.12861, 0.75714, -1.65224], [-1.18975, 0.42746, -2.99962], [-1.95436, -0.66213, -3.37002], [-2.63835, -1.37160, -2.38931], [-2.47033, -1.00424, -1.06939], [-1.71458, 0.02985, -0.70023], [0.92943, 4.97230, 2.43916], [0.49020, 5.21728, 4.89826], [-1.29510, 3.78755, 5.92074], [-2.52349, 2.21091, 4.46533], [-0.64277, 1.03529, -3.70630], [-2.02218, -0.95989, -4.40867], [-3.25962, -2.22041, -2.64019], [-2.92492, -1.57436, -0.26660], [3.51674, -2.84105, -5.83494], [2.34044, -3.51969, -4.65603], [2.20316, -2.64370, -3.70208], [1.31132, -2.81965, -2.56279], [0.58155, -3.96459, -2.34791], [-0.22571, -4.06233, -1.20613], [-0.28805, -2.97057, -0.35659], [0.36928, -1.83438, -0.54633], [1.22868, -1.75350, -1.61733], [2.03780, -0.61515, -1.70325], [1.91679, 0.31551, -0.69884], [2.70290, 1.38676, -0.72509], [3.64851, 1.62015, -1.71174], [3.77301, 0.69464, -2.74836], [2.97290, -0.42782, -2.76143], [3.03664, -1.44384, -3.80015], [3.82605, -1.37922, -4.83577], [0.65650, -4.77771, -3.05861], [-0.78914, -4.95576, -0.98021], [-0.91205, -3.00524, 0.52977], [2.55792, 2.09171, 0.08377], [4.24961, 2.51591, -1.67372], [4.48589, 0.84010, -3.55005], [2.98888, -0.63483, 4.50051], [2.05774, -0.37920, 3.17078], [1.53935, 1.15603, 2.57494], [1.47450, -1.63579, 2.10875], [-3.59811, 0.02530, 2.43269], [-1.59999, -0.56497, 2.92080], [-2.09575, -2.64535, 2.88656], [-3.94886, -0.53818, 1.57006], [-3.54499, 1.08130, 2.17816], [-4.26787, -0.13549, 3.27517], [-2.68735, -2.89439, 3.76440], [-1.15668, -3.19552, 2.91171], [-2.65577, -2.89610, 1.98619]],
  "lowdin_spin": [0.9733, 0.0059, 0.0048, -0.0017, 0.0006, -0.0002, 0.0002, 0.0000, -0.0001, 0.0002, 0.0000, 0.0005, 0.0034, 0.0075, 0.0062, 0.0079, 0.0047, 0.0106, 0.0000, 0.0000, 0.0000, 0.0000, 0.0005, 0.0005, 0.0007, 0.0002, 0.0564, 0.0390, -0.0111, 0.0530, 0.0252, 0.0971, 0.0027, 0.1265, 0.1333, 0.1128, 0.1112, -0.0022, 0.0965, 0.0137, 0.0648, -0.0085, 0.0524, -0.0009, 0.0079, -0.0004, -0.0014, 0.0068, -0.0016, 0.0112, 0.0045, -0.0017, -0.0132, -0.0008, 0.0005, 0.0014, 0.0000, 0.0000, -0.0003, -0.0003, 0.0000, 0.0000],
  "energy_ev": -171115.34734,
  "spin_multiplicity": 3,
  "s_squared": 2.030,
  "relative_energy_ev": 0.961,
  "charge": -1
}